Version P
The molecule C3H4N2. Source: the OMol25 dataset; level of theory: ωB97M-V/def2-TZVPD.

```
9
Properties=species:S:1:pos:R:3
H 0.7726 -2.1323 -0.0843
N 1.3114 -1.2781 -0.0018
C 0.5318 -0.2545 0.0455
N 1.0586 1.0311 -0.0597
C -0.8663 -0.2852 0.0195
C -2.0636 -0.1454 -0.0136
H 0.3949 1.7798 0.2177
H 2.0250 1.2193 -0.0329
H -3.1643 0.0652 -0.0904
```

The frontier orbital gap comes out at 10.34 eV. The highest occupied orbital energy comes out at -9.384 eV. Its SMILES is [H]/N=C(/N)C#C. As for the net charge: 0. The lowest unoccupied orbital energy comes out at 0.95 eV.

***

Version Q
The molecule C3H4N2. Source: the OMol25 dataset; level of theory: ωB97M-V/def2-TZVPD.

```
9
Properties=species:S:1:pos:R:3
C 2.3387 -1.2282 -0.6229
C 1.1242 -0.9641 -0.6678
C -0.1025 -0.1680 -0.4110
N -0.1347 0.7831 0.4307
N -1.4041 1.3954 0.6941
H 3.2243 -1.8795 -0.7094
H -1.1298 -0.4959 -0.7362
H -1.6850 1.6343 1.5863
H -2.2310 0.9230 0.4363
```

The frontier orbital gap comes out at 9.81 eV. The highest occupied orbital energy comes out at -9.119 eV. Its SMILES is C#C/C=N/N. As for the net charge: 0. The lowest unoccupied orbital energy comes out at 0.69 eV.

***

Best to worst by energy: version P, version Q.

***

Version P
A cluster of 2 separate species, C4H10NO in total. Source: the OMol25 dataset; level of theory: ωB97M-V/def2-TZVPD.

```
16
Properties=species:S:1:pos:R:3
C 0.4358 -0.4696 1.5466
O -0.1119 -0.8923 0.3858
C 0.2026 1.0345 1.8293
C 0.8106 1.9284 0.7559
H 1.5511 -0.5974 1.5936
H 0.0316 -1.0072 2.4378
H 0.5988 1.3115 2.8187
H -0.8811 1.1980 1.8607
H 0.5805 2.9857 0.9230
H 0.4207 1.6412 -0.2202
H 1.8998 1.8260 0.7172
C -0.8395 -1.4608 -2.6561
N -0.6944 -0.2839 -2.2285
H -1.0838 -1.6324 -3.7082
H -0.7326 -2.3236 -1.9922
H -0.4863 -0.3491 -1.2023
```

The frontier orbital gap comes out at 7.28 eV. The highest occupied orbital energy comes out at -2.854 eV. As for the net charge: -1. The lowest unoccupied orbital energy comes out at 4.42 eV.

***

Version Q
A cluster of 2 separate species, C4H10NO in total. Source: the OMol25 dataset; level of theory: ωB97M-V/def2-TZVPD.

```
16
Properties=species:S:1:pos:R:3
C 1.3516 0.8648 -2.1189
C 0.0934 1.4086 -2.1351
H 1.4880 -0.1905 -1.8839
H 2.2398 1.5049 -2.1844
H -0.7875 0.7904 -1.8601
H 0.0052 2.5040 -2.2577
C 0.6892 -0.8031 1.7748
N -0.7804 -1.0500 1.8256
C -1.4410 -0.3434 0.6514
O -1.0329 -0.7140 -0.5860
H 1.0367 -0.8875 0.7391
H 1.1232 -1.5046 2.4884
H 0.8720 0.1814 2.1833
H -1.0308 -2.0339 1.6710
H -1.2455 0.7471 0.8658
H -2.5809 -0.4742 0.8265
```

The frontier orbital gap comes out at 6.97 eV. The highest occupied orbital energy comes out at -2.603 eV. As for the net charge: -1. The lowest unoccupied orbital energy comes out at 4.37 eV.

***

Version R
A cluster of 2 separate species, C4H10NO in total. Source: the OMol25 dataset; level of theory: ωB97M-V/def2-TZVPD.

```
16
Properties=species:S:1:pos:R:3
C -0.1701 -1.5608 0.1519
O -0.8904 -0.5100 0.6416
C 1.3031 -1.2294 -0.1441
C 1.4484 -0.1372 -1.1996
H -0.6058 -1.9820 -0.7922
H -0.1516 -2.4032 0.8814
H 1.8601 -2.1311 -0.4428
H 1.7266 -0.8776 0.8057
H 2.4984 0.0795 -1.4083
H 0.9521 0.7695 -0.8505
H 0.9738 -0.4536 -2.1371
C -1.4221 1.3521 0.3619
N -0.4283 2.2101 0.3209
H -1.9107 1.0651 -0.5706
H -2.0395 1.2378 1.2577
H -0.6135 2.9667 0.9793
```

The frontier orbital gap comes out at 7.34 eV. The highest occupied orbital energy comes out at -2.755 eV. As for the net charge: -1. The lowest unoccupied orbital energy comes out at 4.58 eV.

***

Version S
A cluster of 2 separate species, C4H10NO in total. Source: the OMol25 dataset; level of theory: ωB97M-V/def2-TZVPD.

```
16
Properties=species:S:1:pos:R:3
C 2.1594 0.2724 0.0880
C 1.0707 -0.8128 1.8098
N 2.2372 -0.3993 1.4149
H 2.5856 1.2706 0.1737
H 1.1150 0.2936 -0.2631
H 2.8043 -0.3109 -0.5959
H 1.0709 -1.3248 2.7829
H 0.1280 -0.6889 1.2331
C -1.8719 0.5454 -0.5393
O -0.7183 -0.1621 -0.2742
C -2.3320 0.3385 -1.9845
H -1.7658 1.6529 -0.3651
H -2.7345 0.2614 0.1128
H -3.2178 0.9290 -2.2292
H -2.5401 -0.6934 -2.1484
H -1.5171 0.6413 -2.6549
```

The frontier orbital gap comes out at 7.45 eV. The highest occupied orbital energy comes out at -2.952 eV. As for the net charge: -1. The lowest unoccupied orbital energy comes out at 4.50 eV.

***

Best to worst by energy: version P, version S, version Q, version R.

***

Version P
A cluster of 2 separate species, C4H10NO in total. Source: the OMol25 dataset; level of theory: ωB97M-V/def2-TZVPD.

```
16
Properties=species:S:1:pos:R:3
C -1.8024 0.5754 -1.1640
N -2.5879 0.6409 -0.1554
C 2.6073 -0.1322 -0.5956
O 3.9441 -0.1107 -0.7063
C -1.5630 0.3728 0.9549
C -0.4677 -0.6943 0.9067
H -1.1341 1.3993 -1.4752
H -1.8397 -0.2924 -1.8512
H 2.1441 -1.0369 -1.1182
H 2.2707 -0.2367 0.4663
H 2.0580 0.7211 -1.0909
H -1.0204 1.3217 1.1540
H -2.0948 0.3120 1.9087
H -0.0021 -0.6818 1.8917
H 0.2729 -0.4359 0.1539
H -0.7851 -1.7221 0.7205
```

The frontier orbital gap comes out at 4.69 eV. The highest occupied orbital energy comes out at -1.971 eV. As for the net charge: -1. The lowest unoccupied orbital energy comes out at 2.72 eV.

***

Version Q
The ion C4H10NO with charge -1. Source: the OMol25 dataset; level of theory: ωB97M-V/def2-TZVPD.

```
16
Properties=species:S:1:pos:R:3
C 0.7186 0.2101 -1.6907
N 0.3119 0.7375 -0.3511
C 1.3048 0.1454 0.6595
C -1.1678 0.3894 -0.0003
C -1.3077 -0.5584 1.2575
O -0.8046 -1.6917 1.0892
H 0.4735 0.9226 -2.5748
H 0.4436 -0.7823 -2.1540
H 1.9106 0.0078 -1.8767
H 2.2373 -0.1371 0.2541
H 0.8470 -0.8565 1.0768
H 1.4586 0.8579 1.4798
H -1.5309 1.4097 0.1562
H -1.6180 -0.1292 -0.9163
H -2.4499 -0.4775 1.4644
H -0.8269 -0.0479 2.1264
```

The frontier orbital gap comes out at 6.74 eV. The highest occupied orbital energy comes out at -2.438 eV. Its SMILES is CN(C)CC[O-]. As for the net charge: -1. The lowest unoccupied orbital energy comes out at 4.30 eV.

***

Best to worst by energy: version Q, version P.

***

Version P
The molecule C4H6O. Source: the OMol25 dataset; level of theory: ωB97M-V/def2-TZVPD.

```
11
Properties=species:S:1:pos:R:3
O -0.7630 -0.6082 1.2568
C -1.7829 -0.6778 0.4352
C 0.3473 0.0238 0.6199
C 1.0580 -0.4433 -0.5912
C 0.1846 0.7889 -0.6554
H -2.6204 -0.4211 1.1121
H 0.8772 0.5244 1.4158
H 2.1358 -0.3304 -0.5906
H 0.6672 -1.3186 -1.1014
H 0.6291 1.7775 -0.6693
H -0.7330 0.6848 -1.2319
```

The frontier orbital gap comes out at 8.98 eV. The highest occupied orbital energy comes out at -8.464 eV. As for the net charge: 0. The lowest unoccupied orbital energy comes out at 0.51 eV.

***

Version Q
The molecule C4H6O. Source: the OMol25 dataset; level of theory: ωB97M-V/def2-TZVPD.

```
11
Properties=species:S:1:pos:R:3
C -0.3842 0.7843 -2.1572
C 0.2643 0.2903 -0.8957
C 0.3157 -0.1449 0.2758
C 0.5711 -0.5496 1.6424
O -0.3143 -1.3788 2.3314
H -1.6811 0.5664 -2.1023
H -0.1239 1.9956 -2.2060
H 0.1896 0.0825 -3.1243
H 0.6917 0.3955 2.2868
H 1.6574 -1.0542 1.7051
H -1.1863 -0.9872 2.2440
```

The frontier orbital gap comes out at 9.84 eV. The highest occupied orbital energy comes out at -9.304 eV. Its SMILES is CC#CCO. As for the net charge: 0. The lowest unoccupied orbital energy comes out at 0.54 eV.

***

Best to worst by energy: version Q, version P.

***

Version P
The molecule C4H6O. Source: the OMol25 dataset; level of theory: ωB97M-V/def2-TZVPD.

```
11
Properties=species:S:1:pos:R:3
C 1.1749 -1.4766 0.9220
C 1.5008 -0.5599 0.0492
C 1.0422 0.5233 -0.5256
O -0.1508 0.9141 0.0726
C -1.4708 0.7742 -0.4014
H 1.2253 -1.2691 1.9872
H 0.6881 -2.3812 0.5762
H 1.5373 1.1985 -1.2233
H -1.7143 -0.1430 -0.9585
H -1.7423 1.6458 -1.0031
H -2.0905 0.7738 0.5046
```

The frontier orbital gap comes out at 10.03 eV. The highest occupied orbital energy comes out at -9.142 eV. Its SMILES is C=C=COC. As for the net charge: 0. The lowest unoccupied orbital energy comes out at 0.89 eV.

***

Version Q
A structure of composition C4H6O. Source: the OMol25 dataset; level of theory: ωB97M-V/def2-TZVPD.

```
11
Properties=species:S:1:pos:R:3
C 0.7046 -1.8999 -1.0386
C -0.1269 -0.5831 -0.9348
C -0.4719 -2.6953 -1.1124
C 0.2152 0.8111 0.5120
O -1.2970 -1.4823 -0.8205
H 1.7085 -2.1678 -0.9354
H -0.1401 0.0273 -1.8134
H -0.7972 -3.7166 -1.0462
H -0.6384 0.2654 1.0080
H 1.1265 0.2139 0.7114
H 0.2622 1.7875 0.1395
```

The frontier orbital gap comes out at 9.54 eV. The highest occupied orbital energy comes out at -8.723 eV. As for the net charge: 0. The lowest unoccupied orbital energy comes out at 0.81 eV.

***

Version R
The molecule C4H6O. Source: the OMol25 dataset; level of theory: ωB97M-V/def2-TZVPD.

```
11
Properties=species:S:1:pos:R:3
C -0.5081 1.6810 1.3764
C -0.6101 0.5917 0.8683
C -0.5712 -0.7170 0.2048
C 0.4069 -0.6679 -0.9896
O 1.5993 0.0071 -0.6841
H -0.4356 2.6351 1.8532
H -1.5705 -1.0095 -0.1417
H -0.2440 -1.4746 0.9255
H -0.1070 -0.2175 -1.8532
H 0.6926 -1.6880 -1.2623
H 1.3477 0.8595 -0.2974
```

The frontier orbital gap comes out at 11.13 eV. The highest occupied orbital energy comes out at -10.125 eV. Its SMILES is C#CCCO. As for the net charge: 0. The lowest unoccupied orbital energy comes out at 1.01 eV.

***

Version S
The molecule C4H6O. Source: the OMol25 dataset; level of theory: ωB97M-V/def2-TZVPD.

```
11
Properties=species:S:1:pos:R:3
C -1.9578 -0.1943 -0.2825
C -0.7417 0.3381 -0.2140
C 0.5918 -0.3754 0.2140
C 1.8689 0.3761 0.0453
O 2.9623 -0.2610 -0.4533
H -2.9074 0.4151 -0.3714
H -2.0571 -1.2677 -0.1458
H -0.6739 1.4048 -0.3930
H 0.5301 -0.5227 1.4155
H 0.6308 -1.4467 -0.2154
H 1.7541 1.5337 0.4007
```

The frontier orbital gap comes out at 10.26 eV. The highest occupied orbital energy comes out at -9.973 eV. Its SMILES is C=CCC=O. As for the net charge: 0. The lowest unoccupied orbital energy comes out at 0.29 eV.

***

Best to worst by energy: version R, version S, version P, version Q.

***

Version P
A cluster of 2 separate species, C4H6O in total. Source: the OMol25 dataset; level of theory: ωB97M-V/def2-TZVPD.

```
11
Properties=species:S:1:pos:R:3
C -2.4277 0.5513 0.4293
C -2.7838 -0.5391 -0.1624
C 1.4714 -0.5277 0.1653
C 1.4071 0.9162 -0.1264
O 0.9129 -1.5492 -0.1927
H -3.3041 -1.3105 -0.5090
H -1.5927 -0.5207 -0.0778
H 2.2935 -0.7277 0.8433
H 0.7670 1.1852 -0.9747
H 2.3619 1.1905 -0.1853
H 0.8944 1.3316 0.7903
```

The frontier orbital gap comes out at 11.01 eV. The highest occupied orbital energy comes out at -9.983 eV. As for the net charge: 0. The lowest unoccupied orbital energy comes out at 1.03 eV.

***

Version Q
The molecule C4H6O. Source: the OMol25 dataset; level of theory: ωB97M-V/def2-TZVPD.

```
11
Properties=species:S:1:pos:R:3
C -0.1752 2.1094 1.1495
C -0.3525 1.2080 0.2224
C -0.5483 0.2634 -0.6611
O -0.6868 -1.0453 -0.2619
C 0.4671 -1.8325 -0.4814
H -1.0190 2.5685 1.6587
H 0.8228 2.4164 1.4531
H -0.6324 0.4633 -1.7311
H 1.3748 -1.2975 -0.1743
H 0.5649 -2.1267 -1.5353
H 0.3519 -2.7272 0.1332
```

The frontier orbital gap comes out at 10.49 eV. The highest occupied orbital energy comes out at -9.437 eV. Its SMILES is C=C=COC. As for the net charge: 0. The lowest unoccupied orbital energy comes out at 1.05 eV.

***

Version R
The molecule C4H6O. Source: the OMol25 dataset; level of theory: ωB97M-V/def2-TZVPD.

```
11
Properties=species:S:1:pos:R:3
C 1.0421 -1.2246 0.8333
C 1.9230 -0.5251 0.0848
C 1.2970 0.4345 -0.5469
O -0.1434 0.3105 0.0128
C -1.4755 0.6423 -0.3268
H 0.8422 -0.9891 1.8769
H 0.5080 -2.0836 0.4292
H 1.5775 1.2476 -1.2204
H -1.9791 -0.1291 -0.9341
H -1.5500 1.6049 -0.8287
H -2.0419 0.7117 0.6198
```

The frontier orbital gap comes out at 9.32 eV. The highest occupied orbital energy comes out at -8.751 eV. Its SMILES is C=C=COC. As for the net charge: 0. The lowest unoccupied orbital energy comes out at 0.57 eV.

***

Version S
The molecule C4H6O. Source: the OMol25 dataset; level of theory: ωB97M-V/def2-TZVPD.

```
11
Properties=species:S:1:pos:R:3
C -1.5085 0.6994 0.5125
C -1.4982 0.7067 -0.8287
C -0.5149 -0.0690 -1.2373
O 0.0539 -0.7444 -0.0924
C 1.3593 -0.4331 0.3229
H -2.0343 -0.0439 1.1088
H -0.8607 1.3825 1.0613
H -0.1125 -0.3758 -2.1994
H 1.5603 0.6482 0.4247
H 2.0644 -0.8733 -0.3813
H 1.4913 -0.8974 1.3089
```

The frontier orbital gap comes out at 9.30 eV. The highest occupied orbital energy comes out at -9.026 eV. Its SMILES is C=C=COC. As for the net charge: 0. The lowest unoccupied orbital energy comes out at 0.28 eV.

***

Best to worst by energy: version Q, version S, version P, version R.

***

Version P
The molecule C4H6O. Source: the OMol25 dataset; level of theory: ωB97M-V/def2-TZVPD.

```
11
Properties=species:S:1:pos:R:3
C -0.7446 -0.7495 -0.8314
O -0.3460 0.5652 -1.2941
C 0.7327 0.6126 -0.3673
C 0.1790 0.7432 0.9736
C 0.2641 -0.6599 0.2957
H -1.7846 -0.8578 -0.5085
H -0.5637 -1.4400 -1.6727
H 1.6837 0.9900 -0.7215
H 0.9297 0.8043 1.7691
H -0.7722 1.2171 1.1681
H 0.4220 -1.2253 1.1891
```

The frontier orbital gap comes out at 10.60 eV. The highest occupied orbital energy comes out at -9.411 eV. Its SMILES is C1O[C@H]2C[C@@H]12. As for the net charge: 0. The lowest unoccupied orbital energy comes out at 1.18 eV.

***

Version Q
The molecule C4H6O. Source: the OMol25 dataset; level of theory: ωB97M-V/def2-TZVPD.

```
11
Properties=species:S:1:pos:R:3
C -2.4618 -0.0403 -0.3017
C -1.1714 0.2930 0.1904
C 0.0784 -0.4829 0.3354
C 1.2727 0.3034 0.1089
O 2.3806 -0.0647 -0.3474
H -3.1089 0.8535 -0.3817
H -2.9151 -1.0660 -0.4905
H -0.8159 1.3022 0.4612
H 0.0977 -1.0083 1.3867
H 0.2221 -1.3899 -0.3803
H 1.1686 1.3878 0.1860
```

The frontier orbital gap comes out at 10.30 eV. The highest occupied orbital energy comes out at -9.778 eV. Its SMILES is C=CCC=O. As for the net charge: 0. The lowest unoccupied orbital energy comes out at 0.52 eV.

***

Best to worst by energy: version Q, version P.